ORCA calculation (the ωB97M-V functional and the def2-TZVPD basis) on a single C4H10N2 molecule in a non-equilibrium geometry.

Results
E_tot ... -7289.56701 eV
Net charge ... 0
Structure (SMILES) ... CCC/N=C\N
HOMO-LUMO gap ... 9.86 eV
ΔE to the lowest compared entry with this formula, charge and spin ... 101.6 kJ/mol

Positions of all 16 atoms, in Å:
C (-1.002, 1.686, -1.244)
C (-0.541, 0.840, -0.024)
C (-0.458, -0.658, -0.469)
N (1.919, -1.001, 1.089)
C (0.711, -1.698, 1.366)
N (-0.265, -1.605, 0.569)
H (-0.543, 1.328, -2.164)
H (-2.081, 1.584, -1.386)
H (-0.799, 2.742, -1.061)
H (0.438, 1.191, 0.298)
H (-1.279, 0.892, 0.761)
H (0.396, -0.690, -1.200)
H (-1.351, -0.926, -1.035)
H (2.567, -1.042, 1.845)
H (1.705, -0.270, 0.447)
H (0.582, -2.372, 2.207)

Cartesian forces (eV/Å) of the 2 atoms listed first:
C -0.26 -0.32 0.82
C -0.40 -0.81 -1.49